Entry from OMol25: a molecular structure, C4H5HgO7 at a distorted geometry (ωB97M-V with the def2-TZVPD basis set).

ORCA input file:
```
! wB97M-V def2-TZVPD RIJCOSX def2/J DEFGRID3
* xyz -1 3
C -2.0355 -0.0370 -1.1646
C -0.7820 -0.7005 -0.6412
O -2.7922 -0.9695 -1.9168
H -1.7610 0.8329 -1.7826
H -2.6146 0.3291 -0.2991
H -0.2849 -0.0411 0.1526
H -1.0471 -1.6348 -0.1250
H -3.5257 -0.5163 -2.3392
O 0.1282 -1.0622 -1.6570
C 0.9550 -0.0875 -2.2040
O 1.6326 -0.5024 -3.1615
O 0.9156 1.0539 -1.7117
O 0.8242 1.1116 2.3449
C 1.8343 0.7877 3.0834
O 2.4046 -0.3086 2.8669
O 2.2259 1.6181 3.9390
Hg 3.9225 0.1267 4.6159
*
```

Computed properties:
Calculated total energy, eV: -22734.879
Max |F|, Eh/bohr: 0.032
Expectation value of S²: 2.01

Atomic partial charges in e from the Löwdin method, atoms 1 to 6: -0.257 -0.219 -0.072 0.120 0.109 0.123

=====

Entry from OMol25: a molecular structure, C20H36BN8Re (ωB97M-V with the def2-TZVPD basis set).

ORCA input file:
```
! wB97M-V def2-TZVPD RIJCOSX def2/J DEFGRID3
* xyz 3 2
Re -0.3141 -0.0219 -0.1122
C 3.4306 2.1334 2.4337
C 2.7787 2.3658 1.0589
C 1.5181 3.2018 1.2354
C 2.7602 1.0645 0.2732
C 3.9393 0.5438 -0.1733
C 3.6333 -0.5914 -0.9143
N 2.3265 -0.7770 -0.9283
N 1.7123 0.2166 -0.1661
B 1.5675 -1.9387 -1.6158
N 0.5797 -1.3062 -2.6141
C 0.4032 -1.3810 -3.9278
C -0.4652 -0.3666 -4.3328
C -0.7723 0.3420 -3.1937
N -0.1729 -0.2890 -2.1274
C -1.4498 1.6796 -3.0601
C -0.8583 2.6635 -4.0835
C -1.3315 2.2615 -1.6457
N 0.7630 -2.6541 -0.5311
C 0.7641 -3.9373 -0.2493
C -0.0407 -4.1616 0.8604
C -0.5201 -2.9481 1.2654
N -0.0483 -1.9688 0.3551
C -1.3170 -2.8840 2.5569
C -1.1138 -1.6916 3.4844
C -2.8073 -3.1775 2.3131
H 3.6347 3.0947 2.9033
H 4.3717 1.5928 2.3486
H 2.7692 1.5635 3.0942
H 3.4662 2.9744 0.4749
H 1.0280 2.9187 2.1701
H 0.8335 3.1574 0.3778
H 1.7905 4.2473 1.3629
H 4.9214 0.9638 -0.0119
H 4.2867 -1.2641 -1.4571
H 2.3197 -2.6929 -2.1573
H 0.9430 -2.1121 -4.5168
H -0.7789 -0.1494 -5.3431
H -2.5086 1.5571 -3.2964
H 0.1989 2.8488 -3.8798
H -1.3958 3.6116 -4.0344
H -0.9520 2.2831 -5.0990
H -0.4039 1.8866 -1.1079
H -2.2184 2.1211 -1.0452
H -1.1350 3.3356 -1.6593
H 1.3506 -4.6289 -0.8416
H -0.2065 -5.1045 1.3582
H -0.9226 -3.7424 3.0972
H -1.7621 -0.8748 3.1922
H -0.0689 -1.3663 3.5314
H -1.4138 -1.9627 4.4962
H -3.3033 -2.4002 1.7194
H -3.3337 -3.2339 3.2673
H -2.9526 -4.1252 1.7945
N -2.4753 -0.3337 -0.1007
C -3.2289 0.4187 0.9760
C -2.3670 1.5385 1.5173
N -0.9476 1.0684 1.6833
H -2.8489 -0.0921 -1.0174
H -2.6779 -1.3288 -0.0155
H -3.4758 -0.2940 1.7500
H -4.1700 0.8033 0.5908
H -2.7646 1.8986 2.4635
H -2.3430 2.3843 0.8447
H -0.8654 0.5036 2.5240
H -0.3574 1.8761 1.8523
*
```

Computed properties:
Calculated total energy, eV: -36026.270
Max |F|, Eh/bohr: 0.014
Expectation value of S²: 0.77

Atomic partial charges in e from the Löwdin method, atoms 1 to 6: 1.665 -0.031 -0.340 -0.055 -0.156 0.042

=====

Entry from OMol25: a single C3H6N2O2 molecule (ωB97M-V with the def2-TZVPD basis set).

ORCA input file:
```
! wB97M-V def2-TZVPD RIJCOSX def2/J DEFGRID3
* xyz 0 1
N 0.9025 -1.2478 -0.6684
C 0.9911 0.0480 -1.0844
O 1.9496 0.4966 -1.6786
C -0.2379 0.9228 -0.7870
O -0.1114 1.5370 0.5134
C -0.2957 0.9333 1.6772
N -0.9718 -0.2532 1.6058
H 1.7297 -1.8216 -0.7252
H 0.1776 -1.5316 -0.0309
H -1.1774 0.3732 -0.9083
H -0.1963 1.7653 -1.4749
H -0.9398 -0.7626 2.4631
H -1.8203 -0.4595 1.0979
*
```

Computed properties:
Calculated total energy, eV: -10281.617
Max |F|, Eh/bohr: 0.014

Atomic partial charges in e from the Löwdin method, atoms 1 to 6: 0.165 -0.512 0.068 -0.096 -0.107 -0.152

=====

Entry from OMol25: a molecular structure, C4H8O2 (ωB97M-V with the def2-TZVPD basis set).

ORCA input file:
```
! wB97M-V def2-TZVPD RIJCOSX def2/J DEFGRID3
* xyz 0 1
C -2.1344 -0.0337 -0.2228
C -0.8677 0.6359 0.3060
C 0.3745 -0.1714 -0.0209
O 1.5076 0.5564 0.5235
C 2.7070 0.0903 0.2860
O 2.8365 -0.9911 -0.4146
H -2.2744 -1.0287 0.2152
H -3.0190 0.5630 0.0203
H -2.1006 -0.1494 -1.3123
H -0.9327 0.7648 1.3926
H -0.7613 1.6379 -0.1256
H 0.3442 -1.1684 0.4311
H 0.5113 -0.2934 -1.1001
H 3.8088 -0.4122 0.0216
*
```

Computed properties:
Calculated total energy, eV: -8369.351
Max |F|, Eh/bohr: 0.010

Atomic partial charges in e from the Löwdin method, atoms 1 to 6: -0.110 -0.238 -0.192 -0.038 -0.290 -0.002